Here is 2 unconnected molecules or ions with the total composition C2H3BrS in a non-equilibrium geometry from the OMol25 dataset. Energies are from ωB97M-V/def2-TZVPD.

```
7
Properties=species:S:1:pos:R:3:forces:R:3:nbo_charge:R:1
C -0.145 -0.247 0.802 -1.2 -1.0 0.9 -0.638
C 0.349 0.951 0.897 -1.5 -0.1 0.2 -0.060
S 0.726 2.439 0.870 0.6 0.8 0.1 0.178
H -1.166 -0.645 1.189 2.1 1.1 -0.7 0.270
H 0.549 -0.897 0.306 0.0 -0.7 0.0 0.245
Br 0.111 -0.316 -2.457 0.3 0.4 -0.7 -0.186
H -0.424 -1.284 -1.607 -0.3 -0.4 0.3 0.191
```
Forces are in eV/Å.

* SMILES: C=C=S.Br
* total charge: 0
* orbital gap: 0.313 Eh
* spin multiplicity: 1
* HOMO level: -8.63 eV
* energy above the lowest of the compared OMol25 structures with the same formula, charge and spin: 107.0 kJ/mol
* largest force on an atom: 2.47 eV/A
* energy: -82998.4517 eV


Here is a molecular structure, C6H10O in a non-equilibrium geometry from the OMol25 dataset. Energies are from ωB97M-V/def2-TZVPD.

```
17
Properties=species:S:1:pos:R:3:forces:R:3:nbo_charge:R:1
C 0.082 -0.821 0.237 4.2 -0.5 -0.6 -0.243
C 0.707 0.132 -0.698 -5.7 3.6 -1.7 -0.066
C -1.652 1.772 -1.167 0.3 0.4 0.6 -0.229
C -0.293 -0.344 1.620 0.0 0.2 -0.2 -0.606
O -0.806 0.705 -1.421 1.5 -1.0 -0.6 -0.703
C 1.563 -1.346 0.178 -1.0 -2.9 2.5 -0.057
C 2.475 -2.116 0.358 -0.4 0.5 -0.3 -0.189
H -0.581 -1.538 -0.241 0.2 0.1 0.0 0.258
H 1.067 -0.173 -1.675 0.2 -0.1 0.5 0.248
H 1.106 1.038 -0.244 0.5 -0.4 -0.1 0.223
H -1.129 2.650 -0.752 -0.2 0.0 -0.1 0.147
H -2.148 2.075 -2.100 0.2 0.0 0.1 0.170
H -2.452 1.485 -0.462 0.1 0.1 0.0 0.139
H 0.489 0.282 2.049 0.1 0.0 -0.1 0.217
H -1.196 0.259 1.548 -0.2 -0.1 0.1 0.227
H -0.438 -1.191 2.290 -0.1 0.0 0.0 0.224
H 3.207 -2.869 0.481 0.5 0.1 -0.1 0.239
```
Forces are in eV/Å.

* total charge: 0
* orbital gap: 0.345 Eh
* spin multiplicity: 1
* HOMO level: -8.60 eV
* energy above the lowest of the compared OMol25 structures with the same formula, charge and spin: 493.1 kJ/mol
* largest force on an atom: 6.93 eV/A
* energy: -8426.1302 eV


Here is a molecular structure, C35H17AsBeF22GeNO4S from the OMol25 dataset. Energies are from ωB97M-V/def2-TZVPD.

```
83
Properties=species:S:1:pos:R:3:forces:R:3:mulliken_spin:R:1
Be 2.423 1.417 1.795 0.0 0.1 0.1 -0.012
C -2.605 -3.200 3.010 0.0 0.0 0.0 0.006
C -1.292 -3.497 3.731 0.0 0.0 0.0 -0.003
C -1.493 -3.912 5.184 0.0 0.0 0.0 0.000
C -2.124 -2.777 5.979 0.0 0.0 0.0 0.009
C -1.420 -1.470 5.720 0.0 0.0 0.0 -0.031
C -1.593 -0.400 6.631 0.0 0.0 0.0 0.293
C -0.924 0.779 6.394 0.0 0.0 0.0 -0.133
F -1.095 1.796 7.286 0.0 0.0 0.0 -0.004
C -0.090 0.984 5.320 0.0 0.0 0.0 0.241
C 0.092 -0.072 4.390 0.0 0.0 0.0 -0.052
C 0.934 0.084 3.270 0.0 0.0 0.0 0.240
O 1.549 1.229 3.077 0.0 0.0 0.0 0.073
C 1.076 -1.021 2.358 0.0 0.0 0.0 -0.051
C 0.396 -2.165 2.602 0.0 0.0 0.0 0.149
N -0.413 -2.336 3.688 0.0 0.0 0.0 0.064
C -0.600 -1.301 4.620 0.0 0.0 0.0 0.087
C 1.922 -0.971 1.114 0.0 0.0 0.0 -0.007
O 1.999 -1.952 0.385 0.0 0.0 0.0 -0.005
O 2.524 0.153 0.875 0.0 0.0 0.0 -0.001
H -3.280 -4.058 3.069 0.0 0.0 0.0 0.002
H -2.415 -2.976 1.961 0.0 0.0 0.0 -0.002
H -3.099 -2.335 3.455 0.0 0.0 0.0 -0.004
H -0.771 -4.298 3.202 0.0 0.0 0.0 0.005
H -0.516 -4.159 5.608 0.0 0.0 0.0 0.001
H -2.111 -4.812 5.224 0.0 0.0 0.0 0.000
H -2.082 -3.005 7.048 0.0 0.0 0.0 -0.004
H -3.189 -2.693 5.730 0.0 0.0 0.0 -0.001
H -2.224 -0.506 7.504 0.0 0.0 0.0 0.040
H 0.440 1.914 5.182 0.0 0.0 0.0 0.054
H 0.478 -3.000 1.921 0.0 0.0 0.0 0.029
F -1.301 -0.254 -1.282 0.0 0.0 0.0 0.002
C -0.576 -1.175 -1.945 0.0 0.0 0.0 0.005
C 0.013 -0.846 -3.154 0.0 0.0 0.0 -0.001
C 0.699 -1.869 -3.780 0.0 0.0 0.0 0.000
F 1.254 -1.694 -4.994 0.0 0.0 0.0 0.000
C 0.831 -3.132 -3.228 0.0 0.0 0.0 0.000
F 1.510 -4.094 -3.869 0.0 0.0 0.0 0.000
C 0.235 -3.410 -2.014 0.0 0.0 0.0 0.000
F 0.344 -4.627 -1.475 0.0 0.0 0.0 0.000
C -0.491 -2.429 -1.373 0.0 0.0 0.0 0.002
F -1.114 -2.708 -0.222 0.0 0.0 0.0 -0.004
Ge -0.278 1.028 -3.805 0.0 0.0 0.0 0.000
S 0.477 2.597 -2.652 -0.1 0.0 0.0 0.000
C -2.270 0.842 -4.051 0.0 0.0 0.0 0.000
C -2.766 -0.128 -4.903 0.0 0.0 0.0 0.000
F -1.917 -0.898 -5.609 0.0 0.0 0.0 0.000
C -4.114 -0.360 -5.094 0.0 0.0 0.0 0.000
F -4.548 -1.300 -5.946 0.0 0.0 0.0 0.000
C -5.029 0.403 -4.391 0.0 0.0 0.0 0.000
F -6.342 0.200 -4.557 0.0 0.0 0.0 0.000
C -4.579 1.372 -3.518 0.0 0.0 0.0 0.000
F -5.469 2.106 -2.833 0.0 0.0 0.0 0.000
C -3.216 1.577 -3.358 0.0 0.0 0.0 0.000
F -2.863 2.525 -2.489 0.0 0.0 0.0 0.000
C 0.461 1.127 -5.666 0.0 0.0 0.0 0.000
C 1.833 0.986 -5.814 0.0 0.0 0.0 0.000
F 2.588 0.660 -4.764 0.0 0.0 0.0 0.000
C 2.481 1.165 -7.022 0.0 0.0 0.0 0.000
F 3.807 1.006 -7.130 0.0 0.0 0.0 0.000
C 1.746 1.517 -8.139 0.0 0.0 0.0 0.000
F 2.356 1.698 -9.318 0.0 0.0 0.0 0.000
C 0.381 1.687 -8.030 0.0 0.0 0.0 0.000
F -0.333 2.041 -9.111 0.0 0.0 0.0 0.000
C -0.231 1.496 -6.802 0.0 0.0 0.0 0.000
F -1.560 1.706 -6.769 0.0 0.0 0.0 0.000
C -0.306 2.202 0.819 0.0 0.0 0.0 0.006
O 0.693 3.239 0.634 -0.1 0.0 0.0 0.001
C 1.908 2.978 0.933 0.1 0.0 0.0 0.001
C 2.798 4.103 0.577 0.0 0.0 0.0 0.000
H -0.654 2.249 1.849 0.0 0.0 0.0 0.003
H 0.130 1.235 0.593 0.0 0.0 0.0 -0.003
H -1.088 2.427 0.101 0.0 0.0 0.0 0.000
H 2.260 4.975 0.204 0.0 0.0 0.0 0.000
H 3.463 3.713 -0.202 0.0 0.0 0.0 0.000
H 3.444 4.344 1.422 0.0 0.0 0.0 0.000
F 4.035 1.812 2.281 0.1 -0.1 -0.1 0.005
As 4.999 2.623 3.593 0.0 0.0 0.1 -0.002
F 4.348 1.511 4.729 0.0 0.0 0.0 0.001
F 3.652 3.683 3.833 0.0 0.0 0.0 0.000
F 5.925 3.428 4.806 0.0 0.0 0.0 0.000
F 5.592 3.697 2.367 0.0 0.0 0.0 0.000
F 6.282 1.529 3.239 0.0 0.0 0.0 0.000
```
Forces are in eV/Å.

* total charge: -2
* orbital gap (alpha / beta): 0.160 / 0.264 Eh
* spin multiplicity: 2
* HOMO level (alpha / beta): -0.66 / -3.50 eV
* energy above the lowest of the compared OMol25 structures with the same formula, charge and spin: 10.7 kJ/mol
* largest force on an atom: 0.14 eV/A
* energy: -234635.8722 eV


total charge of number 3 (C35H17AsBeF22GeNO4S)? -2


Which value of energy above the lowest of the compared OMol25 structures with the same formula, charge and spin does entry 2 give? 493.1 kJ/mol


The highest spin multiplicity belongs to which entry? C35H17AsBeF22GeNO4S


Which value of largest force on an atom does entry 1 give? 2.47 eV/A